Density functional theory data (wB97M-V/def2-TZVPD) for a molecular structure, C33H84As3F27N6O15S3 in a non-equilibrium geometry.

The multiplicity is 1. The value obtained for the total energy is -363632.371 eV. For the lowest unoccupied orbital energy, the calculation gives -0.6 eV. The largest force on an atom is 0.127 Eh/bohr. For the HOMO energy, the calculation gives -8.65 eV. The calculation puts the orbital gap at 8.055 eV.

The geometry in XYZ format:
```
171
Properties=species:S:1:pos:R:3:mulliken_charge:R:1
C 0.5737 6.1049 -5.2711 -0.92
N 0.9106 4.6731 -4.9568 0.30
C 0.0364 4.1453 -3.7604 -0.80
C 0.7010 3.7773 -6.2062 -0.65
C 2.4606 4.6781 -4.5243 -0.67
C 3.3126 3.3209 -4.6280 -0.80
O 2.7152 2.4186 -3.7373 0.54
H -0.4975 6.2865 -5.3593 0.32
H 1.0547 6.3087 -6.2277 0.41
H 1.0341 6.6724 -4.4623 0.37
H 0.2273 3.0824 -3.6126 -0.01
H -0.9799 4.3005 -4.1225 0.64
H 0.2897 4.6172 -2.8110 0.27
H 1.4112 4.0659 -6.9811 0.40
H -0.3335 3.9844 -6.4797 0.45
H 0.9233 2.7324 -5.9896 -0.04
H 2.5067 5.1284 -3.5327 0.45
H 3.0287 5.4281 -5.0747 0.45
H 4.3495 3.4414 -4.3141 0.39
H 3.3074 2.8840 -5.6266 0.41
H 2.7261 2.8628 -2.8863 -0.34
C 3.8931 -0.7446 6.5948 -0.84
N 2.5705 -1.4132 7.0368 0.14
C 2.4697 -2.8937 6.6648 -0.88
C 2.4499 -1.2690 8.5811 -0.92
C 1.3270 -0.8411 6.3795 -0.92
C 1.3884 -0.7179 4.9287 0.10
O 2.2449 0.3169 4.5182 -0.58
H 4.1310 -1.1966 5.6319 0.31
H 4.6046 -1.0875 7.3460 0.43
H 3.6685 0.3219 6.5822 0.32
H 3.1643 -3.4345 7.3076 0.39
H 2.7372 -2.9881 5.6124 0.37
H 1.5061 -3.3246 6.9366 0.39
H 3.0942 -2.0421 8.9999 0.37
H 1.4987 -1.7141 8.8727 0.37
H 2.7068 -0.2386 8.8269 0.37
H 1.1506 0.1916 6.6804 0.37
H 0.3944 -1.2287 6.7893 0.51
H 0.4005 -0.4554 4.5502 -0.15
H 1.7314 -1.5314 4.2895 0.22
H 1.7542 1.1407 4.4730 0.68
C 2.5425 -0.1365 -5.9213 -1.02
N 1.7057 -1.3704 -5.6341 0.76
C 2.5459 -2.5824 -5.9911 -0.81
C 1.5156 -1.3974 -4.1252 -0.98
C 0.2873 -1.1784 -6.2936 -0.58
C -0.5441 -2.5183 -6.3951 -0.87
O -0.8533 -3.0924 -5.1448 -0.22
H 1.9624 0.7388 -5.6287 0.09
H 2.8608 -0.0852 -6.9625 0.55
H 3.4006 -0.0963 -5.2504 0.31
H 3.6215 -2.4260 -5.9081 0.32
H 2.2532 -2.7223 -7.0317 0.46
H 2.1541 -3.4859 -5.5239 0.10
H 0.8955 -2.2102 -3.7471 0.12
H 0.9479 -0.5325 -3.7820 0.47
H 2.4551 -1.5277 -3.5880 0.31
H 0.5166 -0.9305 -7.3299 0.40
H -0.2677 -0.3594 -5.8361 0.44
H -0.0825 -3.3099 -6.9854 0.45
H -1.4769 -2.1768 -6.8439 0.41
H -1.1781 -3.9430 -5.4491 0.21
C -6.7317 2.2881 3.4238 -0.85
N -5.1779 2.0146 3.1435 0.57
C -5.1156 1.1615 1.8571 -1.23
C -4.5618 3.3534 2.7568 -0.81
C -4.4546 1.3686 4.3703 0.23
C -4.4061 2.1177 5.7265 -0.70
O -3.7256 3.3221 5.5941 -0.56
H -7.0688 1.7927 4.3343 0.36
H -7.3720 1.9737 2.5997 0.37
H -6.8295 3.3679 3.5355 0.30
H -5.4851 1.7765 1.0365 0.63
H -5.6813 0.2299 1.8716 0.56
H -4.0989 0.8255 1.6536 -0.11
H -4.8300 4.1356 3.4669 0.45
H -4.8845 3.6288 1.7528 0.52
H -3.4896 3.1578 2.7414 -0.01
H -3.4464 1.1449 4.0217 -0.55
H -5.0203 0.4414 4.4619 0.68
H -3.8428 1.5349 6.4553 0.29
H -5.3634 2.1341 6.2475 0.41
H -2.7765 3.2111 5.6863 0.35
C 0.8536 0.8379 -1.0005 -0.52
N 0.8307 0.8270 0.5526 2.00
C 2.1784 0.2143 0.9576 -0.29
C 0.7431 2.2767 1.1649 0.02
C -0.4011 0.1816 1.2531 1.11
C -0.4287 -1.3580 1.2852 -1.47
O -0.4223 -2.0517 0.0491 -0.15
H 0.7978 -0.2063 -1.3079 0.13
H 1.7791 1.2785 -1.3713 0.24
H 0.0154 1.4279 -1.3713 -0.24
H 2.4267 -0.6695 0.3700 0.03
H 2.1182 -0.1661 1.9773 -0.24
H 2.8985 1.0320 0.9877 0.21
H 1.6404 2.7208 0.7341 -0.39
H 0.9041 2.3897 2.2370 -0.10
H -0.1169 2.7549 0.6959 0.24
H -1.3000 0.6495 0.8516 0.52
H -0.2546 0.4781 2.2917 -1.02
H -1.1926 -1.6818 1.9921 0.59
H 0.3647 -1.7190 1.9397 -0.06
H -1.3273 -2.0880 -0.2692 0.27
C -0.6742 -5.1695 -3.1028 -0.95
N -0.0515 -5.8312 -1.8519 0.32
C -1.2163 -6.2842 -0.9533 -0.80
C 0.7206 -7.0893 -2.2892 -0.88
C 0.9409 -4.9874 -0.9943 -0.16
C 2.3625 -4.8328 -1.5027 -0.79
O 2.4102 -4.2740 -2.8625 -0.29
H -1.4167 -5.8316 -3.5483 0.34
H 0.1674 -4.9012 -3.7413 0.34
H -1.0626 -4.2004 -2.7894 0.35
H -1.8695 -6.8345 -1.6304 0.41
H -1.7063 -5.4296 -0.4868 0.21
H -0.8195 -6.9236 -0.1647 0.40
H 1.5113 -6.7369 -2.9515 0.28
H 0.0886 -7.7645 -2.8662 0.38
H 1.1314 -7.6193 -1.4299 0.36
H 0.9731 -5.4553 -0.0104 0.52
H 0.4530 -4.0336 -0.7937 0.06
H 3.0470 -5.6163 -1.1775 0.36
H 2.7179 -3.9361 -0.9952 0.32
H 3.2884 -3.8993 -2.9620 0.24
As -3.1560 -2.4789 5.3140 1.96
F -2.0567 -3.7297 4.6670 -0.51
F -3.3853 -1.8886 3.6593 -0.44
F -4.2744 -1.1784 5.9558 -0.52
F -2.9499 -3.0541 7.0173 -0.52
F -1.7894 -1.2939 5.5402 -0.37
F -4.5785 -3.6140 5.0965 -0.52
As -3.3257 2.3384 -2.0360 2.07
F -2.4632 0.7737 -2.1875 -0.47
F -4.9031 1.6379 -2.3144 -0.48
F -4.0724 3.9938 -1.8248 -0.55
F -1.6758 3.1019 -1.7776 -0.54
F -3.1080 2.6635 -3.7563 -0.52
F -3.4852 2.0197 -0.2384 -0.31
As 5.2113 -1.6793 -1.9294 2.04
F 4.8774 -3.1120 -2.9963 -0.59
F 4.9003 -0.6002 -3.2534 -0.41
F 5.4647 -0.3215 -0.8689 -0.46
F 5.4989 -2.7358 -0.4599 -0.55
F 6.9313 -1.7100 -2.4399 -0.49
F 3.4472 -1.7546 -1.4554 -0.42
C -0.4946 4.7359 3.6990 0.62
F 0.5445 4.8844 2.8693 -0.18
F -0.3854 5.6274 4.6684 -0.23
F -1.6498 4.9399 3.0347 -0.18
S -0.4899 2.9425 4.5306 0.83
O 0.8728 2.4973 4.5061 -0.78
O -1.1383 3.1011 5.8730 -0.95
O -1.3550 2.1062 3.6382 -0.21
C -5.4054 -2.1176 -0.8879 0.43
F -4.9665 -1.0972 -0.1934 -0.18
F -6.2334 -2.8608 -0.1300 -0.24
F -6.1018 -1.6778 -1.9733 -0.22
S -3.8920 -3.2613 -1.3948 1.22
O -3.6071 -2.9600 -2.8038 -0.73
O -2.7788 -2.8987 -0.4551 -0.71
O -4.3995 -4.6820 -1.2447 -0.71
C 3.2730 5.6690 0.0801 0.59
F 4.2719 6.1418 0.8437 -0.22
F 2.1394 5.5397 0.7589 -0.18
F 3.0413 6.5665 -0.8820 -0.23
S 3.6537 3.9276 -0.7538 1.09
O 4.8179 4.0704 -1.6806 -0.76
O 4.0821 2.9868 0.2969 -0.68
O 2.4459 3.5608 -1.4297 -0.72
```